{"formula": "C43H39AsCuN2O3PS", "method": "wB97M-V/def2-TZVPD", "orbital_gap_ev": 8.372, "homo_ev": -8.11, "lumo_ev": 0.3, "fmax_ha_per_bohr": 0.09027, "relative_energy_ev": 1.7760, "elements": ["H", "H", "H", "C", "C", "C", "H", "S", "O", "C", "C", "C", "C", "C", "C", "H", "C", "C", "H", "H", "H", "C", "H", "C", "C", "H", "P", "C", "C", "C", "H", "H", "H", "H", "H", "H", "C", "H", "C", "C", "O", "H", "H", "H", "C", "C", "C", "C", "C", "H", "H", "H", "N", "H", "C", "H", "H", "C", "H", "H", "C", "C", "N", "C", "H", "C", "As", "C", "C", "H", "C", "C", "H", "H", "Cu", "H", "C", "C", "H", "C", "H", "H", "C", "C", "C", "O", "C", "H", "C", "H", "H"], "coordinates": [[21.683, 8.750, 10.714], [14.939, 7.838, 10.681], [19.012, 10.811, 13.342], [14.878, 4.964, 11.656], [19.158, 9.606, 9.268], [14.436, 12.958, 10.887], [13.258, 13.205, 7.888], [14.834, 9.508, 12.849], [17.234, 5.847, 10.048], [20.555, 10.867, 7.680], [13.673, 8.480, 12.068], [14.186, 11.339, 8.403], [13.433, 5.346, 11.384], [8.901, 7.699, 15.295], [18.236, 9.392, 8.262], [9.162, 9.801, 12.144], [7.884, 9.307, 13.787], [17.274, 7.019, 10.408], [17.694, 9.588, 6.262], [15.754, 16.698, 9.440], [12.412, 13.154, 13.586], [19.613, 10.547, 6.700], [8.893, 7.157, 16.209], [13.611, 12.558, 11.934], [20.344, 10.371, 8.969], [14.753, 4.311, 12.535], [18.651, 9.351, 10.988], [14.261, 9.988, 8.080], [8.983, 9.220, 12.946], [17.304, 15.832, 8.324], [19.857, 10.891, 5.714], [23.578, 9.222, 12.207], [15.409, 4.367, 10.883], [21.420, 11.488, 7.499], [10.927, 7.019, 14.704], [17.951, 12.493, 8.095], [13.187, 6.580, 10.467], [12.498, 15.674, 12.863], [10.009, 8.374, 13.279], [18.441, 9.869, 7.017], [10.730, 8.303, 11.076], [17.318, 8.961, 8.575], [12.550, 8.839, 13.634], [12.857, 4.482, 11.169], [13.001, 14.876, 12.346], [22.567, 9.545, 12.483], [12.585, 11.583, 6.646], [13.825, 15.286, 11.277], [16.138, 15.748, 9.149], [20.990, 10.530, 9.793], [13.037, 5.635, 12.349], [12.100, 6.808, 10.545], [12.409, 8.394, 12.709], [20.815, 11.059, 15.070], [12.929, 13.512, 12.692], [17.727, 16.780, 8.149], [15.421, 5.866, 11.937], [20.166, 9.598, 11.999], [13.598, 11.501, 12.130], [18.601, 7.267, 12.186], [11.063, 8.333, 12.215], [7.867, 8.548, 15.013], [13.929, 7.765, 11.032], [12.620, 10.268, 6.366], [12.041, 12.314, 6.080], [17.399, 13.410, 8.283], [15.493, 11.808, 9.816], [15.673, 14.513, 9.558], [21.021, 10.647, 14.051], [13.604, 8.379, 6.750], [16.245, 13.376, 9.037], [19.990, 10.395, 13.106], [18.804, 14.826, 7.318], [6.984, 8.714, 15.652], [16.476, 10.114, 11.316], [19.405, 7.049, 10.661], [13.323, 12.128, 7.715], [22.279, 10.155, 13.723], [14.070, 16.342, 11.039], [21.459, 9.292, 11.637], [7.220, 10.040, 13.650], [14.986, 9.315, 8.575], [14.563, 14.351, 10.547], [17.935, 14.672, 7.928], [13.463, 9.470, 7.110], [16.445, 7.957, 10.167], [18.517, 7.485, 11.087], [23.140, 10.292, 14.402], [9.978, 7.559, 14.428], [13.522, 6.495, 9.402], [11.988, 9.811, 5.597]], "forces_ev_per_a": [[-0.3, 0.1, 0.2], [-0.7, -0.1, 0.0], [0.0, -0.2, -0.1], [-0.3, -0.9, 0.3], [1.9, 1.8, -0.2], [-1.2, 1.8, 0.5], [0.0, -0.3, 0.1], [-0.4, -0.5, 0.1], [-0.5, 0.4, 0.0], [-0.6, -0.8, 1.0], [-1.0, 0.1, 0.4], [1.2, -1.1, 1.3], [0.8, 1.4, -0.1], [0.4, -0.4, 0.0], [-0.1, 0.1, 1.7], [-0.1, 2.0, -2.7], [3.1, -2.8, 2.1], [0.9, -1.1, -0.6], [0.4, 0.5, 0.1], [-0.6, 0.3, 0.5], [-0.1, 0.4, -0.3], [0.5, 0.5, 0.2], [0.0, -0.4, 0.6], [0.5, 0.6, -0.7], [-2.0, -1.0, -0.4], [0.7, 0.2, -0.1], [0.3, -1.3, 0.3], [0.9, -0.7, 0.7], [-1.2, -1.5, 3.1], [-1.9, -1.4, 1.6], [-0.4, 0.0, -0.5], [-0.5, 0.2, 0.2], [-0.4, 0.8, 0.3], [0.1, -0.1, -0.3], [-1.4, 0.2, -0.3], [-0.2, 0.1, -0.4], [-0.6, 0.3, 0.5], [-0.3, -0.2, 0.5], [0.8, -1.4, 0.5], [0.2, -0.3, -2.2], [0.3, 0.0, -1.5], [-0.7, -0.6, -0.3], [-0.8, -0.5, -0.7], [-0.7, -0.7, -1.0], [0.8, -0.4, -0.8], [-1.8, 0.2, 0.1], [0.1, 2.4, 1.0], [0.9, 0.1, -0.4], [2.1, 0.1, -1.2], [0.7, 0.6, 0.2], [-0.2, 0.4, 0.4], [0.9, -0.1, -0.7], [0.5, 0.6, 0.7], [0.2, -0.1, -1.3], [0.0, 0.4, 0.0], [0.4, 1.0, -0.5], [0.3, -0.3, 0.0], [-0.6, 1.4, -0.7], [-0.3, 0.0, 0.5], [-0.5, -0.1, -0.9], [1.3, 0.1, 2.0], [-1.2, 1.6, -2.1], [0.9, -1.1, -1.3], [-0.6, -1.4, -0.6], [-0.5, -0.1, -0.3], [0.7, 0.9, -0.2], [-0.5, -0.5, -0.4], [-1.5, 2.2, 0.1], [-0.4, -0.9, -0.4], [-0.4, 1.8, 1.0], [1.1, -0.8, 0.3], [0.0, 0.7, 2.3], [0.5, -0.6, -0.1], [0.7, -0.4, -0.1], [0.1, -0.5, -0.4], [0.3, -0.3, -0.4], [-0.3, 1.0, -0.9], [1.5, 0.2, 0.0], [-0.8, -0.6, 0.4], [2.2, -1.3, 0.1], [-2.8, 2.4, -0.6], [-0.4, 0.5, -0.2], [0.4, -2.3, 0.6], [-0.5, -0.4, -0.1], [0.3, -3.0, -1.7], [-1.3, 0.4, 0.0], [1.1, 1.4, 1.8], [-0.7, 0.0, -0.2], [1.5, 1.0, -0.4], [-0.3, -0.1, 1.0], [0.4, 0.3, 0.1]], "mulliken_charge": [0.52, -0.58, 0.17, -1.05, 0.82, -0.19, 0.40, -0.47, -0.71, -0.89, 0.43, 0.29, -0.27, -0.62, 0.01, 0.59, -0.70, 0.22, 0.42, 0.38, 0.43, -0.68, 0.43, 0.02, -0.99, 0.44, 1.91, 0.28, -0.63, -0.76, 0.37, 0.37, 0.30, 0.43, 0.33, 0.14, -0.58, 0.40, 0.38, -0.74, -0.56, 0.20, 0.41, 0.63, -0.68, -0.96, -0.66, -0.48, -0.80, 0.62, 0.05, 0.24, -0.01, 0.33, -0.75, 0.43, 0.11, 0.35, 0.05, 0.39, 0.39, -0.38, 0.77, -0.67, 0.42, 0.02, 1.48, 0.83, -0.69, 0.27, -0.36, -0.48, 0.40, 0.35, -0.81, 0.52, -0.20, -0.25, 0.29, 0.08, 0.46, 0.28, 0.04, -0.67, -0.85, -0.71, -0.93, 0.32, -0.23, 0.38, 0.39]}